An isolated molecule of C6H10N2O in a non-equilibrium geometry, computed with ωB97M-V with the def2-TZVPD basis set.

Results
E: -419.33682 Eh
HOMO level: -8.361 eV
SMILES string: C=C=C(N)[C@@H](C)C(N)=O
relative energy (zero: lowest compared OMol25 entry of this formula, charge and spin): 130.41 kJ/mol
total charge: 0

Geometry (Å):
C1 -2.09 1.57 0.30
C2 -0.94 1.16 -0.13
C3 0.33 0.89 -0.39
N1 1.28 1.86 -0.71
C4 0.83 -0.53 -0.42
C5 1.57 -0.87 0.88
C6 -0.40 -1.45 -0.66
N2 -1.23 -1.63 0.40
O1 -0.51 -2.09 -1.69
H1 -2.96 1.62 -0.34
H2 -2.25 1.87 1.33
H3 0.89 2.78 -0.89
H4 1.94 1.58 -1.42
H5 1.50 -0.66 -1.27
H6 0.93 -0.73 1.75
H7 2.43 -0.21 0.99
H8 1.90 -1.91 0.85
H9 -1.98 -2.30 0.29
H10 -1.24 -0.95 1.14